[1]
# C5H13N2

A gas-phase ion, C5H13N2 (charge +1) in a non-equilibrium geometry (the ωB97M-V functional and the def2-TZVPD basis, OMol25).

Last column: Mulliken charge in e.
CARTESIAN COORDINATES (ANGSTROEM)
N (-0.1898, 1.3725, 0.3083)  -0.339
N (1.3133, -0.4102, 0.0288)  -0.135
C (-1.1822, 2.1171, 0.0981)  -0.267
C (0.0301, 0.1846, -0.5461)  -0.403
C (2.3958, 0.4967, 0.1570)  -0.974
C (-1.0578, -0.8554, -0.6560)  -0.424
C (-1.4586, -1.5575, 0.6726)  -1.078
H (-1.3761, 3.0701, 0.6238)  0.300
H (3.1419, -0.1342, 0.4309)  0.464
H (1.0678, -0.8911, 1.0422)  0.489
H (1.6704, -1.1548, -0.5422)  0.394
H (-2.0486, 1.8390, -0.6970)  0.178
H (-1.2644, -2.6127, 0.7775)  0.293
H (0.2005, 0.5621, -1.6114)  0.345
H (2.0417, 1.3469, 0.8896)  0.337
H (-2.5363, -1.4375, 0.9724)  0.284
H (-0.6882, -1.6245, -1.3042)  0.412
H (-1.7775, -0.3546, -1.2702)  0.485
H (2.6530, 0.9581, -0.8088)  0.338
H (-0.9349, -0.9144, 1.4347)  0.304

Summary:
Kohn-Sham gap = 10.93 eV
total charge = +1
SMILES = C=N[C@H](CC)[NH2+]C
relative energy (zero: lowest compared OMol25 entry of this formula, charge and spin) = 314.5 kJ/mol
multiplicity = 1
lowest unoccupied orbital energy = -3.3 eV

[2]
# C15H21BCl3NO2

2 unconnected molecules or ions with the total composition C15H21BCl3NO2 in a non-equilibrium geometry (the ωB97M-V functional and the def2-TZVPD basis, OMol25).

Last column: Mulliken charge in e.
CARTESIAN COORDINATES (ANGSTROEM)
Cl (5.8604, -1.6938, 4.0569)  -0.305
Cl (6.6094, 0.7207, 2.2863)  -0.307
Cl (3.7333, 0.3952, 3.3365)  -0.296
O (4.9743, -1.2459, 1.5170)  -0.435
O (-2.4588, -0.7185, 1.0948)  -0.352
N (0.1432, -1.2219, 0.1197)  0.385
C (1.3169, -1.5552, -0.5139)  -0.600
C (3.7165, -5.7472, 0.9446)  -0.715
C (5.5201, -3.6920, 0.3079)  -0.112
C (5.8092, -5.0088, -0.0424)  -0.735
C (3.9861, -2.0603, 1.3638)  -0.993
C (-1.3985, 0.2117, 1.3240)  -0.768
C (-0.9346, -2.2123, -0.0976)  -0.564
C (2.5538, -0.9355, -0.4994)  1.189
C (4.9126, -6.0394, 0.2742)  -0.349
C (-0.3427, 0.1644, 0.2221)  -0.262
C (2.7830, 0.3683, 0.1684)  -1.719
C (3.3867, -4.4392, 1.2636)  -0.226
C (4.2904, -3.4028, 0.9530)  0.821
C (-2.0109, -2.0666, 0.9612)  -0.726
C (3.5677, -1.3504, -1.5304)  -1.489
B (5.2979, -0.4930, 2.7374)  0.798
H (2.3024, 1.2017, -0.3657)  0.452
H (-1.6396, -2.4613, 1.9240)  0.323
H (-2.9072, -2.6179, 0.6488)  0.341
H (5.1699, -7.0683, 0.0133)  0.388
H (3.0403, -1.8410, 1.8753)  0.647
H (3.8577, 0.5800, 0.1979)  0.362
H (2.4435, -4.1726, 1.7454)  0.417
H (3.3785, -0.8404, -2.4921)  0.407
H (4.5848, -1.0985, -1.2191)  0.286
H (-1.9076, 1.1878, 1.3339)  0.340
H (3.5128, -2.4284, -1.7355)  0.357
H (-0.9160, 0.0286, 2.3080)  0.327
H (2.4387, 0.3470, 1.2133)  0.317
H (-0.8213, 0.4794, -0.7298)  0.249
H (6.7455, -5.2212, -0.5648)  0.389
H (-1.3850, -2.0635, -1.0959)  0.326
H (1.2524, -2.5206, -1.0290)  0.371
H (3.0344, -6.5593, 1.2048)  0.396
H (0.4650, 0.8566, 0.4674)  0.216
H (-0.4907, -3.2111, -0.0389)  0.410
H (6.2078, -2.8709, 0.0893)  0.438

Summary:
Kohn-Sham gap = 6.37 eV
multiplicity = 1
lowest unoccupied orbital energy = -1.8 eV

[3]
# C3H4FO

A gas-phase ion, C3H4FO (charge +1) in a non-equilibrium geometry (the ωB97M-V functional and the def2-TZVPD basis, OMol25).

Last column: Mulliken charge in e.
CARTESIAN COORDINATES (ANGSTROEM)
F (2.1487, 0.3129, 0.1538)  -0.157
O (0.1162, 0.8582, 0.7395)  -0.121
C (-1.0167, 0.4564, 1.0832)  0.007
C (0.9041, 0.1517, -0.1881)  0.592
C (0.4037, -0.5992, -1.1511)  -0.597
H (-1.1210, -0.4356, 1.7150)  0.341
H (1.0613, -1.3089, -1.6517)  0.279
H (-0.6382, -0.5060, -1.4507)  0.296
H (-1.8581, 1.0705, 0.7499)  0.359

Summary:
Kohn-Sham gap = 7.53 eV
total charge = +1
relative energy (zero: lowest compared OMol25 entry of this formula, charge and spin) = 0.0 kJ/mol
multiplicity = 1
lowest unoccupied orbital energy = -8.1 eV

[4]
# C4H7O3Sn

A molecular structure, C4H7O3Sn in a non-equilibrium geometry (the ωB97M-V functional and the def2-TZVPD basis, OMol25).

Last column: Mulliken charge in e.
CARTESIAN COORDINATES (ANGSTROEM)
Sn (-1.8323, -1.3534, -0.0113)  0.806
O (-2.2193, 0.4645, -0.9371)  -0.565
O (0.8563, 1.0858, -0.5700)  -0.314
O (-0.2941, -0.4374, 0.7291)  -0.416
C (1.0776, -0.8360, 0.7371)  -0.271
C (1.6714, -0.0851, -0.4412)  -0.325
C (-0.2424, 1.1099, 0.2010)  0.348
C (-1.4898, 1.3869, -0.6355)  -0.269
H (-0.1896, 1.7905, 1.0669)  0.307
H (1.6142, -0.6572, -1.3765)  0.275
H (-1.5942, 2.3871, -1.0866)  0.446
H (1.1940, -1.9227, 0.6487)  0.362
H (-2.7633, -2.6858, 0.2611)  0.047
H (2.7022, 0.2417, -0.2721)  0.310
H (1.5092, -0.4888, 1.6863)  0.261

Summary:
Kohn-Sham gap (alpha / beta) = 6.65 / 5.52 eV
total charge = +1
relative energy (zero: lowest compared OMol25 entry of this formula, charge and spin) = 470.1 kJ/mol
multiplicity = 1
lowest unoccupied orbital energy (alpha / beta) = -5.1 / -5.1 eV

[5]
# C12H19CdP2

A molecular structure, C12H19CdP2 in a non-equilibrium geometry (the ωB97M-V functional and the def2-TZVPD basis, OMol25).

Last column: Mulliken charge in e.
CARTESIAN COORDINATES (ANGSTROEM)
Cd (3.9248, 0.8344, -2.2650)  0.075
P (-0.1767, 0.2864, -0.8181)  -0.033
P (-1.5269, -1.1074, 0.3549)  0.299
C (3.2742, -1.2680, 2.0839)  -0.368
C (2.1158, -0.5893, 2.6391)  -0.677
C (-3.8388, 0.6203, -0.0517)  -0.939
C (1.2859, -0.3457, 0.2614)  0.156
C (0.9207, 1.5180, -1.8667)  0.162
C (1.1266, -0.1385, 1.6954)  -0.191
C (-2.2203, -2.4086, -0.7743)  -1.001
C (-2.8884, -0.0282, 1.0441)  -0.507
C (1.1310, 2.8494, -1.1681)  -0.408
C (2.4563, -1.0119, -0.2727)  -0.686
C (3.4579, -1.4649, 0.6704)  -0.827
C (1.0973, 3.8995, -0.5660)  0.088
H (0.9648, 4.6924, 0.1797)  0.400
H (2.5359, -1.1552, -1.3677)  0.755
H (-1.3283, 0.7206, -1.6007)  0.236
H (-3.8644, 1.7186, 0.1419)  0.307
H (4.3655, -2.0027, 0.3388)  0.387
H (-4.8506, 0.1692, 0.0755)  0.304
H (-0.4308, 1.3755, 0.1022)  0.007
H (-1.3616, -3.0708, -1.0646)  0.366
H (-3.4276, 0.4342, -1.0650)  0.269
H (-2.6337, -2.0089, -1.7314)  0.355
H (-2.9547, -3.0535, -0.2259)  0.408
H (-3.4412, -0.6254, 1.8117)  0.531
H (1.9540, 1.1152, -2.1319)  -0.414
H (4.0302, -1.6365, 2.8092)  0.348
H (-2.3579, 0.7781, 1.6159)  0.275
H (1.9950, -0.4555, 3.7289)  0.397
H (0.4020, 1.7297, -2.8313)  0.506
H (0.0580, -0.7305, -1.8272)  0.215
H (0.2057, 0.3599, 2.0752)  0.204

Summary:
Kohn-Sham gap = 3.60 eV
total charge = +1
multiplicity = 1
lowest unoccupied orbital energy = -7.1 eV

[6]
# C5H12O2

A molecular structure, C5H12O2 (the ωB97M-V functional and the def2-TZVPD basis, OMol25).

Last column: Mulliken charge in e.
CARTESIAN COORDINATES (ANGSTROEM)
O (-2.5446, 0.8912, 0.6466)  -0.694
O (-0.3359, 0.1774, 1.5950)  -0.688
C (-0.8764, 0.2133, -1.2737)  -0.732
C (-2.5182, 0.0685, -0.3084)  -0.355
C (1.5113, 0.1804, -0.3381)  -0.462
C (0.1198, -0.3352, -0.4892)  0.118
C (2.3509, -0.5012, 0.7385)  -1.085
H (0.0021, -1.3871, -0.2161)  0.242
H (-0.8385, 1.2740, -1.5286)  0.315
H (2.0337, -0.2277, 1.7473)  0.293
H (-1.2974, 0.4334, 1.3884)  0.406
H (-3.1497, 0.2649, -1.1915)  0.391
H (-1.2796, -0.4513, -2.0380)  0.335
H (2.2526, -1.5899, 0.6544)  0.283
H (1.5304, 1.2765, -0.2694)  0.327
H (3.4095, -0.2519, 0.6184)  0.352
H (0.0865, 1.0420, 1.7084)  0.335
H (-2.3883, -1.0194, -0.1167)  0.294
H (1.9317, -0.0579, -1.3273)  0.323

Summary:
Kohn-Sham gap = 8.65 eV
relative energy (zero: lowest compared OMol25 entry of this formula, charge and spin) = 353.2 kJ/mol
multiplicity = 1
lowest unoccupied orbital energy = 0.2 eV

[7]
# C24H23F3N

A gas-phase ion, C24H23F3N (charge +1) (the ωB97M-V functional and the def2-TZVPD basis, OMol25).

Last column: Mulliken charge in e.
CARTESIAN COORDINATES (ANGSTROEM)
F (-6.4289, 1.7765, -0.2213)  -0.273
F (-6.1703, -0.1278, -1.1940)  -0.250
F (-4.9742, 1.5539, -1.7946)  -0.257
N (1.3701, -2.2495, -0.5290)  0.577
C (-1.1525, -1.2427, 0.1951)  0.674
C (-5.5137, 0.9469, -0.7212)  0.919
C (-3.3396, -0.1175, -0.2018)  -0.495
C (-4.4565, 0.5517, 0.2760)  -0.033
C (-0.6734, -2.3061, 0.8366)  -0.784
C (5.0365, 3.6231, 0.0145)  -0.590
C (2.5934, -2.9575, -0.9794)  -0.564
C (3.2051, 0.7274, 1.4366)  -1.102
C (4.8624, 0.8559, -0.3436)  0.754
C (-4.6017, 0.8294, 1.6265)  -0.698
C (5.8278, 2.9802, -0.9520)  -0.554
C (3.1250, -0.6293, 1.2684)  -0.111
C (4.7504, -0.5400, -0.5005)  -0.739
C (4.1714, 2.9043, 0.7910)  -0.776
C (-0.4639, -0.7146, -1.0360)  -0.835
C (3.9066, -1.2813, 0.2856)  0.599
C (3.7169, -2.7579, 0.0464)  -1.107
C (4.0631, 1.5066, 0.6358)  0.818
C (-2.3431, -0.5241, 0.6783)  0.609
C (0.5073, -1.7360, -1.6147)  -0.780
C (-2.4940, -0.2460, 2.0369)  -0.809
C (5.7430, 1.6277, -1.1301)  -0.863
C (-3.6090, 0.4246, 2.5037)  -0.745
C (0.5531, -3.0525, 0.4069)  -0.892
H (2.3695, -4.0144, -1.1316)  0.332
H (1.7234, -1.4216, 0.0017)  -0.398
H (-1.1990, -0.4511, -1.7960)  0.512
H (0.0640, 0.2096, -0.7780)  0.356
H (-1.7202, -0.5432, 2.7284)  0.560
H (0.2706, -3.9885, -0.0883)  0.419
H (3.4818, -3.2713, 0.9799)  0.343
H (3.5643, 3.3929, 1.5387)  0.416
H (1.1570, -3.3100, 1.2803)  0.496
H (2.6177, 1.2164, 2.1998)  0.460
H (4.6288, -3.1993, -0.3538)  0.490
H (1.1293, -1.2722, -2.3822)  0.427
H (2.5194, -1.2135, 1.9511)  0.392
H (-0.0321, -2.5763, -2.0569)  0.425
H (2.9071, -2.5276, -1.9328)  0.449
H (6.5068, 3.5654, -1.5527)  0.406
H (5.3595, -1.0257, -1.2495)  0.483
H (5.1205, 4.6914, 0.1403)  0.409
H (-1.1791, -2.7103, 1.6985)  0.634
H (-3.7078, 0.6359, 3.5566)  0.413
H (6.3519, 1.1297, -1.8701)  0.425
H (-5.4743, 1.3537, 1.9824)  0.494
H (-3.2780, -0.3375, -1.2567)  0.365

Summary:
Kohn-Sham gap = 8.72 eV
total charge = +1
SMILES = FC(F)(F)c1cccc(C2=CC[N@@H+](CCc3ccc4ccccc4c3)CC2)c1
relative energy (zero: lowest compared OMol25 entry of this formula, charge and spin) = 0.0 kJ/mol
multiplicity = 1
lowest unoccupied orbital energy = -2.5 eV

[8]
# C11H28CoO5

A molecular structure, C11H28CoO5 in a non-equilibrium geometry (the ωB97M-V functional and the def2-TZVPD basis, OMol25).

Last column: Mulliken spin population.
CARTESIAN COORDINATES (ANGSTROEM)
Co (-0.0285, 0.3861, 1.0380)  2.776
O (0.7498, -1.4871, -0.5973)  0.008
O (2.0193, 0.4230, 1.5209)  0.044
O (-0.6141, -0.8832, 2.5587)  0.055
O (-1.0563, 0.5218, -0.6974)  0.046
O (-0.4787, 2.1023, 2.2490)  0.047
C (-1.2730, -2.9829, 1.4044)  0.003
C (-0.6475, 3.4303, 1.9920)  0.005
C (-1.7581, 3.6777, 0.9167)  -0.004
C (3.6143, 2.2085, 0.9619)  0.002
C (2.7524, -2.4425, -1.6032)  0.000
C (0.6016, -2.1596, -2.8995)  0.002
C (-2.2582, -0.0020, -1.1267)  0.000
C (2.9167, 0.9057, 0.6023)  0.000
C (-1.5938, -1.7978, 2.3196)  0.001
C (-3.3246, 1.0603, -1.3785)  0.005
C (1.2353, -2.4359, -1.5220)  0.002
H (-2.0738, -3.7344, 1.3790)  0.001
H (0.9340, -3.4543, -1.2260)  0.001
H (-0.9410, 4.0263, 2.8769)  0.005
H (1.0668, -1.2577, -3.3005)  0.000
H (4.3912, 2.5416, 0.2565)  -0.001
H (-1.4166, 3.2288, -0.0169)  0.002
H (0.1564, -0.8572, -1.0532)  -0.003
H (2.9067, 3.0370, 1.0587)  0.001
H (-2.4913, -1.3467, 1.8389)  -0.001
H (-1.0466, -2.6509, 0.3860)  -0.001
H (0.2638, 3.8653, 1.5350)  -0.005
H (2.3794, 1.0894, -0.3565)  0.003
H (-0.3837, -3.5471, 1.7231)  0.000
H (3.1421, -1.4965, -1.9936)  0.000
H (-1.8059, 4.7717, 0.7511)  0.001
H (-3.1991, 1.6378, -2.2986)  0.000
H (-3.3115, 1.7813, -0.5560)  -0.002
H (-2.6553, -0.7492, -0.4190)  0.001
H (-4.3428, 0.6495, -1.3828)  0.000
H (-2.7630, 3.3341, 1.1620)  0.000
H (-1.9986, -2.2724, 3.2402)  0.005
H (3.6667, 0.1623, 0.2463)  0.001
H (4.1631, 2.1672, 1.9135)  0.000
H (3.2235, -2.6539, -0.6462)  0.000
H (0.7725, -3.0266, -3.5519)  0.000
H (-0.4832, -2.0675, -2.8590)  0.000
H (3.0737, -3.1726, -2.3568)  0.000
H (-2.0840, -0.5297, -2.0891)  0.001

Summary:
Kohn-Sham gap (alpha / beta) = 5.73 / 5.70 eV
total charge = -2
relative energy (zero: lowest compared OMol25 entry of this formula, charge and spin) = 51.4 kJ/mol
multiplicity = 4
lowest unoccupied orbital energy (alpha / beta) = 5.3 / 5.3 eV